Entry w
ORCA calculation (ωB97M-V/def2-TZVPD) on an isolated molecule of C3H2N2.

Element x y z (Å)
C1 -1.498 0.781 0.031
C2 -0.682 -0.013 -0.360
N1 0.539 -1.035 -0.465
C3 1.381 -0.132 0.018
N2 2.182 0.633 0.305
H1 -2.268 1.504 0.236
H2 0.346 -1.739 0.234

Results
Total charge: 0
Gap between HOMO and LUMO, eV: 11.22
Structure (SMILES): C#CNC#N
HOMO energy, eV: -10.829

***

Entry x
ORCA calculation (ωB97M-V/def2-TZVPD) on a cluster of 2 separate species, C3H2N2 in total.

Element x y z (Å)
C1 -1.140 -1.053 0.213
C2 -0.195 -0.403 0.313
C3 2.721 -0.112 -0.045
N1 3.373 -1.065 -0.136
N2 2.352 1.046 0.465
H1 -1.995 -1.703 0.285
H2 1.795 1.622 -0.111

Results
Total charge: 0
Gap between HOMO and LUMO (spin up / spin down), eV: 8.55 / 8.19
HOMO energy (spin up / spin down), eV: -11.298 / -11.288

***

Entry y
ORCA calculation (ωB97M-V/def2-TZVPD) on an isolated molecule of C3H2N2.

Element x y z (Å)
N1 1.315 1.326 1.013
N2 -0.962 -0.863 -1.084
C1 0.523 0.495 0.576
C2 -1.640 -1.029 -0.002
C3 -0.500 -0.087 0.092
H1 2.152 1.003 1.487
H2 -0.888 -0.846 -2.081

Results
Total charge: 0
Gap between HOMO and LUMO, eV: 9.35
HOMO energy, eV: -8.693

***

Tell me which of them is the least stable. Sure, it is entry x.

***

Entry w
ORCA calculation (ωB97M-V/def2-TZVPD) on an isolated molecule of C3H2N2.

Element x y z (Å)
C1 -0.693 0.561 0.187
C2 0.611 0.925 -0.030
C3 1.643 -0.937 0.078
N1 1.756 0.294 0.144
N2 -0.593 -0.741 0.046
H1 -1.406 1.234 -0.025
H2 -1.318 -1.335 -0.399

Results
Total charge: 0
Gap between HOMO and LUMO (spin up / spin down), eV: 7.88 / 7.78
HOMO energy (spin up / spin down), eV: -8.600 / -8.924

***

Entry x
ORCA calculation (ωB97M-V/def2-TZVPD) on an isolated molecule of C3H2N2.

Element x y z (Å)
N1 2.266 0.024 -0.392
C1 1.119 -0.160 -0.422
C2 -0.246 -0.335 -0.212
C3 -0.747 0.765 0.613
N2 -1.272 1.496 1.320
H1 -0.733 -0.414 -1.162
H2 -0.386 -1.377 0.254

Results
Total charge: 0
Gap between HOMO and LUMO, eV: 12.56
Structure (SMILES): N#CCC#N
HOMO energy, eV: -12.245

***

Entry y
ORCA calculation (ωB97M-V/def2-TZVPD) on an isolated molecule of C3H2N2.

Element x y z (Å)
C1 0.062 -0.095 0.009
C2 1.080 -0.887 0.284
N1 1.918 -1.821 0.143
C3 2.113 -2.725 1.089
N2 2.381 -3.622 1.755
H1 -0.267 0.924 0.331
H2 -0.737 -0.815 -0.197

Results
Total charge: 0
Gap between HOMO and LUMO, eV: 10.15
Structure (SMILES): C=C=NC#N
HOMO energy, eV: -10.397

***

Tell me which of them is the least stable. Sure, it is entry w.

***

Entry w
ORCA calculation (ωB97M-V/def2-TZVPD) on an isolated molecule of C5H12N2O.

Element x y z (Å)
C1 -1.597 -1.169 2.665
N1 -0.533 -1.175 1.678
C2 -0.609 -0.488 0.515
O1 -1.561 0.235 0.275
C3 0.556 -0.743 -0.430
C4 1.459 0.507 -0.691
C5 1.075 1.323 -1.895
N2 -0.237 1.991 -1.815
H1 -1.296 -1.804 3.484
H2 -2.508 -1.581 2.236
H3 -1.741 -0.139 2.978
H4 0.183 -1.879 1.723
H5 1.219 -1.484 0.022
H6 0.203 -1.152 -1.368
H7 1.493 1.044 0.251
H8 2.476 0.146 -0.794
H9 1.195 0.655 -2.742
H10 1.755 2.160 -2.084
H11 -0.914 1.481 -1.258
H12 -0.619 2.071 -2.748

Results
Total charge: 0
Gap between HOMO and LUMO, eV: 9.54
Structure (SMILES): CNC(=O)CCCN
HOMO energy, eV: -8.730

***

Entry x
ORCA calculation (ωB97M-V/def2-TZVPD) on an isolated molecule of C5H12N2O.

Element x y z (Å)
C1 2.139 0.624 0.513
C2 1.358 -0.592 0.094
C3 0.264 -1.066 0.914
C4 -0.911 -0.920 -0.570
O1 -1.206 -1.995 -1.074
C5 -1.993 0.086 -0.191
N1 -1.429 1.337 0.308
N2 0.382 -0.087 -1.336
H1 2.764 1.005 -0.297
H2 2.781 0.353 1.354
H3 1.474 1.419 0.846
H4 1.962 -1.373 -0.368
H5 0.254 -2.125 1.136
H6 -0.033 -0.409 1.727
H7 -2.551 0.272 -1.117
H8 -2.668 -0.415 0.509
H9 -1.490 1.408 1.317
H10 -1.904 2.141 -0.088
H11 0.341 0.923 -1.461
H12 0.466 -0.587 -2.217

Results
Total charge: 0
Gap between HOMO and LUMO, eV: 8.39
Structure (SMILES): C[C@H]1C[C@@]([O-])(CN)[NH2+]1
HOMO energy, eV: -7.516

***

Entry y
ORCA calculation (ωB97M-V/def2-TZVPD) on an isolated molecule of C5H12N2O.

Element x y z (Å)
C1 2.245 -1.216 -0.873
C2 1.426 -0.367 0.082
O1 2.042 0.388 0.842
N1 0.066 -0.036 -0.537
N2 0.007 0.903 -1.576
C3 -0.685 0.085 0.675
C4 -1.912 -0.800 0.697
C5 -0.894 1.494 1.174
H1 2.064 -0.983 -1.923
H2 3.310 -1.003 -0.751
H3 2.076 -2.277 -0.690
H4 -0.774 1.359 -2.038
H5 0.382 0.373 -2.381
H6 0.210 -0.494 1.349
H7 -2.699 -0.349 0.083
H8 -1.697 -1.799 0.314
H9 -2.307 -0.889 1.713
H10 0.047 2.042 1.274
H11 -1.432 1.507 2.125
H12 -1.476 2.063 0.442

Results
Total charge: 0
Gap between HOMO and LUMO, eV: 8.22
Structure (SMILES): CC(=O)N(N)C(C)C
HOMO energy, eV: -7.745

***

Tell me which of them is the least stable. Sure, it is entry y.

***

Entry w
ORCA calculation (ωB97M-V/def2-TZVPD) on a cluster of 2 separate species, C5H12N2O in total.

Element x y z (Å)
N1 -2.150 -0.871 0.620
C1 -2.060 -1.035 -0.787
C2 -2.037 -0.040 -1.737
N2 -1.924 -0.363 -3.128
H1 -1.291 -1.192 1.094
H2 -2.879 -1.499 1.079
H3 -1.977 -2.101 -1.133
H4 -2.081 1.042 -1.581
H5 -1.177 0.179 -3.618
H6 -2.838 -0.054 -3.625
C3 2.712 1.452 0.905
C4 1.631 0.794 1.722
C5 1.583 -0.683 1.473
O1 1.635 -1.532 2.376
H7 3.693 0.971 1.030
H8 2.716 2.538 1.001
H9 2.456 1.334 -0.221
H10 1.806 0.907 2.763
H11 0.677 1.197 1.340
H12 1.506 -1.044 0.429

Results
Total charge: 0
Gap between HOMO and LUMO, eV: 10.10
Structure (SMILES): N/C=C/N.CCC=O
HOMO energy, eV: -9.295

***

Entry x
ORCA calculation (ωB97M-V/def2-TZVPD) on an isolated molecule of C5H12N2O.

Element x y z (Å)
C1 0.332 1.063 2.488
C2 0.824 0.877 1.056
C3 -0.339 0.848 0.048
N1 -0.788 2.254 -0.306
C4 0.002 0.136 -1.280
N2 -0.657 -1.154 -1.414
C5 -0.195 -2.236 -0.740
O1 0.740 -2.178 0.031
H1 1.148 1.405 3.122
H2 -0.129 0.147 2.860
H3 -0.400 1.861 2.537
H4 1.384 1.789 0.817
H5 1.469 0.017 0.910
H6 -1.236 0.443 0.513
H7 -0.041 2.909 -0.101
H8 -1.546 2.518 0.312
H9 1.080 0.004 -1.363
H10 -0.383 0.784 -2.060
H11 -1.304 -1.307 -2.174
H12 -0.797 -3.133 -0.951

Results
Total charge: 0
Gap between HOMO and LUMO, eV: 10.33
Structure (SMILES): CC[C@@H](N)CNC=O
HOMO energy, eV: -9.371

***

Tell me which of them is the least stable. Sure, it is entry w.

***

Entry w
ORCA calculation (ωB97M-V/def2-TZVPD) on an isolated molecule of C5H12N2O.

Element x y z (Å)
C1 -0.911 -0.545 -2.204
C2 -1.285 -0.854 -0.761
N1 -0.711 0.078 0.219
C3 -1.251 1.305 0.376
O1 -0.929 2.090 1.240
C4 0.387 -0.349 1.067
C5 1.771 0.001 0.479
N2 2.559 -1.149 0.018
H1 0.133 -0.756 -2.446
H2 -1.155 0.478 -2.458
H3 -1.486 -1.233 -2.823
H4 -2.365 -0.781 -0.671
H5 -0.980 -1.852 -0.473
H6 -2.022 1.576 -0.363
H7 0.294 0.162 2.015
H8 0.288 -1.421 1.251
H9 1.662 0.731 -0.320
H10 2.357 0.499 1.260
H11 2.680 -1.167 -0.985
H12 2.141 -2.031 0.282

Results
Total charge: 0
Gap between HOMO and LUMO, eV: 9.79
Structure (SMILES): CCN(C=O)CCN
HOMO energy, eV: -8.971

***

Entry x
ORCA calculation (ωB97M-V/def2-TZVPD) on an isolated molecule of C5H12N2O.

Element x y z (Å)
C1 -0.840 -0.011 2.019
C2 0.331 0.103 1.060
C3 -0.150 -0.228 -0.396
C4 1.048 -0.696 -1.220
N1 1.608 -1.927 -0.648
N2 -0.741 0.908 -1.125
C5 -1.110 2.154 -0.669
O1 -1.946 2.798 -1.268
H1 -1.830 0.319 1.687
H2 -0.772 0.657 2.889
H3 -0.937 -1.031 2.380
H4 0.679 1.124 1.064
H5 0.996 -0.719 1.312
H6 -0.920 -0.997 -0.277
H7 0.826 -0.881 -2.284
H8 1.832 0.066 -1.200
H9 0.858 -2.547 -0.448
H10 2.485 -2.299 -0.980
H11 -0.849 0.715 -2.109
H12 -0.568 2.493 0.213

Results
Total charge: 0
Gap between HOMO and LUMO, eV: 10.24
Structure (SMILES): CC[C@H](CN)NC=O
HOMO energy, eV: -9.272

***

Entry y
ORCA calculation (ωB97M-V/def2-TZVPD) on an isolated molecule of C5H12N2O.

Element x y z (Å)
C1 -0.080 0.902 -2.410
C2 -0.013 -0.410 -1.591
C3 1.209 -0.367 -0.659
N1 1.111 0.566 0.442
C4 0.309 0.492 1.540
O1 0.242 1.426 2.319
C5 -0.462 -0.788 1.785
N2 -1.699 -0.675 2.523
H1 0.675 0.975 -3.163
H2 -1.046 1.021 -2.872
H3 0.130 1.753 -1.752
H4 0.074 -1.205 -2.328
H5 -0.971 -0.462 -1.083
H6 1.344 -1.362 -0.232
H7 2.050 -0.070 -1.279
H8 1.565 1.465 0.382
H9 -0.667 -1.357 0.882
H10 0.253 -1.408 2.354
H11 -2.443 -0.489 1.870
H12 -1.581 -0.007 3.272

Results
Total charge: 0
Gap between HOMO and LUMO, eV: 10.12
Structure (SMILES): CCCNC(=O)CN
HOMO energy, eV: -9.216

***

Tell me which of them is the least stable. Sure, it is entry x.

***

Entry w
ORCA calculation (ωB97M-V/def2-TZVPD) on an isolated molecule of C5H12N2O.

Element x y z (Å)
H1 2.627 -2.025 -0.017
N1 2.167 -1.193 0.350
C1 0.972 -1.032 -0.031
C2 0.223 -1.978 -0.927
C3 0.200 0.098 0.663
C4 -1.223 -0.312 1.046
N2 0.332 1.261 -0.207
C5 -0.338 2.465 0.228
O1 -0.194 0.869 -1.528
H2 -0.441 -1.435 -1.594
H3 0.918 -2.570 -1.521
H4 -0.383 -2.655 -0.326
H5 0.774 0.362 1.555
H6 -1.675 0.432 1.698
H7 -1.200 -1.256 1.585
H8 -1.838 -0.418 0.155
H9 0.091 2.750 1.187
H10 -0.127 3.249 -0.499
H11 -1.424 2.366 0.321
H12 0.541 1.021 -2.138

Results
Total charge: 0
Gap between HOMO and LUMO, eV: 9.83
Structure (SMILES): [H]/N=C(\C)[C@H](C)N(C)O
HOMO energy, eV: -8.925

***

Entry x
ORCA calculation (ωB97M-V/def2-TZVPD) on a cluster of 3 separate species, C5H12N2O in total.

Element x y z (Å)
C1 -1.609 -0.341 0.788
C2 -1.186 0.731 -0.018
N1 -1.065 0.594 -1.369
H1 -1.998 -0.070 1.760
H2 -2.277 -1.029 0.279
H3 -1.249 1.745 0.350
H4 -0.442 1.235 -1.832
H5 -0.946 -0.356 -1.703
C3 -0.015 -1.637 1.080
N2 0.801 -1.687 0.022
O1 0.102 -2.170 -1.121
H6 -0.628 -2.517 1.302
H7 0.502 -1.248 1.949
H8 0.240 -3.129 -1.177
C4 1.366 1.205 0.380
C5 1.791 2.126 -0.481
H9 1.235 0.111 0.069
H10 1.463 1.381 1.446
H11 1.818 1.939 -1.548
H12 2.097 3.118 -0.178

Results
Total charge: 0
Gap between HOMO and LUMO, eV: 7.85
Structure (SMILES): C=CN.C=NO.C=C
HOMO energy, eV: -7.533

***

Tell me which of them is the least stable. Sure, it is entry x.

***

Entry w
ORCA calculation (ωB97M-V/def2-TZVPD) on an isolated molecule of C5H6OS2.

Element x y z (Å)
C1 -1.014 1.509 0.050
C2 -0.935 0.354 -0.953
C3 0.109 0.903 0.764
C4 0.243 -0.298 -0.185
C5 0.452 -1.712 0.013
O1 2.806 0.352 0.229
S1 -2.460 0.310 0.081
S2 1.604 0.952 -0.357
H1 -1.278 2.588 0.218
H2 -1.193 0.404 -2.030
H3 0.229 0.930 1.896
H4 1.421 -1.815 0.636
H5 0.408 -2.306 -1.006
H6 -0.392 -2.171 0.644

Results
Total charge: 0
Gap between HOMO and LUMO, eV: 9.67
HOMO energy, eV: -9.061

***

Entry x
ORCA calculation (ωB97M-V/def2-TZVPD) on an isolated molecule of C5H6OS2.

Element x y z (Å)
C1 -0.335 -2.378 0.209
C2 -0.160 -0.874 0.190
C3 0.507 -0.075 -0.705
C4 1.266 -0.659 -1.769
S1 2.111 0.168 -2.903
O1 -0.981 -0.372 1.171
C5 -0.724 0.798 1.769
S2 -1.885 1.715 2.417
H1 -1.420 -2.505 0.371
H2 0.025 -2.938 -0.644
H3 0.235 -2.726 1.087
H4 0.536 0.973 -0.619
H5 1.188 -1.737 -1.899
H6 0.350 0.912 1.950

Results
Total charge: 0
Gap between HOMO and LUMO, eV: 7.79
Structure (SMILES): C/C(=C\C=S)OC=S
HOMO energy, eV: -8.779

***

Tell me which of them is the least stable. Sure, it is entry w.

***

Entry w
ORCA calculation (ωB97M-V/def2-TZVPD) on a structure of composition C5H6OS2.

Element x y z (Å)
C1 -1.915 -0.778 -0.341
C2 -0.714 -0.392 -1.166
C3 -1.155 -0.093 0.780
C4 -0.038 0.342 -0.051
C5 1.416 0.592 0.050
O1 -0.433 2.348 1.627
S1 -0.940 -2.188 -0.940
S2 -1.213 1.666 0.546
H1 -3.036 -0.704 -0.421
H2 -0.749 0.022 -2.180
H3 -0.942 -0.463 1.966
H4 1.722 1.071 0.982
H5 1.548 1.371 -0.714
H6 1.812 -0.333 0.055

Results
Total charge: 0
Gap between HOMO and LUMO, eV: 9.88
HOMO energy, eV: -9.232

***

Entry x
ORCA calculation (ωB97M-V/def2-TZVPD) on an isolated molecule of C5H6OS2.

Element x y z (Å)
S1 1.208 1.467 2.089
C1 1.024 -0.067 1.558
C2 0.868 -0.520 0.151
O1 -0.240 -1.432 0.018
C3 -1.383 -0.557 -0.156
C4 -0.938 0.607 -0.961
S2 0.039 0.154 -2.463
C5 0.554 0.624 -0.816
H1 1.205 -0.874 2.278
H2 1.813 -1.043 -0.062
H3 -2.128 -1.170 -0.701
H4 -1.685 -0.252 0.798
H5 -1.520 1.532 -0.987
H6 1.184 1.532 -0.746

Results
Total charge: 0
Gap between HOMO and LUMO, eV: 8.17
Structure (SMILES): S=C[C@H]1OC[C@@H]2S[C@@H]21
HOMO energy, eV: -8.840

***

Entry y
ORCA calculation (ωB97M-V/def2-TZVPD) on an isolated molecule of C5H6OS2.

Element x y z (Å)
C1 2.631 -1.027 -0.192
C2 1.309 -0.438 0.319
S1 1.029 1.406 0.043
C3 -0.838 1.231 0.002
O1 -1.673 2.099 -0.270
C4 -1.064 -0.126 0.449
S2 -1.551 -1.663 -0.042
C5 0.019 -0.899 -0.322
H1 2.708 -2.058 0.341
H2 3.714 -0.528 0.043
H3 2.516 -1.198 -1.362
H4 1.208 -0.590 1.422
H5 -0.815 -0.140 1.502
H6 0.066 -0.625 -1.328

Results
Total charge: 0
Gap between HOMO and LUMO, eV: 9.83
Structure (SMILES): C[C@H]1SC(=O)[C@H]2S[C@@H]21
HOMO energy, eV: -9.476

***

Tell me which of them is the least stable. Sure, it is entry w.